1.
{
  "formula": "C7H7LuO5S",
  "method": "the ωB97M-V functional and the def2-TZVPD basis",
  "symbols": ["O", "C", "Lu", "O", "C", "C", "O", "C", "O", "C", "O", "H", "C", "S", "C", "H", "H", "H", "H", "H", "H"],
  "xyz": [[4.7953, 0.4750, -4.3122], [3.8065, 0.3410, -3.7380], [0.6477, 0.4696, -0.1359], [0.7831, -0.4502, -3.4543], [0.7646, -0.1394, -2.3499], [1.5502, 1.3073, 1.8052], [1.9229, 1.6861, 2.7993], [0.4877, 2.6504, -0.8324], [0.4046, 3.7258, -1.1912], [1.8233, -1.4588, 0.3027], [2.3074, -2.4567, 0.5866], [2.3873, 0.8740, -0.5705], [-3.6606, -0.2354, 0.6913], [-1.8032, -0.0758, 0.5203], [-1.1940, -1.3190, 1.7567], [-4.0411, 0.4402, -0.0863], [-3.8383, 0.0990, 1.7457], [-3.8405, -1.3229, 0.5057], [-0.2537, -0.9681, 2.2139], [-1.9942, -1.3579, 2.5111], [-1.0548, -2.2842, 1.2321]],
  "atomic_forces_ev_per_a": [[-3.166, -0.428, 1.839], [3.228, 0.446, -1.831], [-2.553, -0.755, 0.739], [-0.081, 1.165, 4.162], [0.246, -1.617, -5.907], [1.267, 1.272, 3.224], [-0.462, -0.577, -1.723], [-0.231, 4.695, -1.589], [0.291, -2.903, 0.971], [2.550, -4.936, 1.324], [-1.476, 3.461, -1.047], [0.590, 0.252, -0.244], [1.082, -0.293, 0.391], [-0.381, -0.248, 0.345], [-0.227, -0.037, -0.727], [-0.223, -0.373, 0.435], [-0.248, -0.331, -1.132], [-0.239, 1.095, 0.156], [-0.366, -0.193, 0.077], [0.567, -0.149, -0.064], [-0.170, 0.454, 0.601]],
  "lowdin_charge": [0.053, 0.020, 0.841, 0.180, -0.067, -0.060, 0.237, -0.048, 0.228, -0.049, 0.224, -0.037, -0.245, 0.671, -0.328, 0.060, 0.078, 0.080, 0.025, 0.072, 0.067],
  "homo_energy_ha": -0.646,
  "lumo_ev": -10.10,
  "total_charge": 2,
  "fmax_ev_per_a": 6.13
}

=====

2.
{
  "formula": "CH13O5S",
  "method": "the ωB97M-V functional and the def2-TZVPD basis",
  "symbols": ["C", "S", "H", "H", "H", "H", "H", "O", "H", "H", "O", "H", "H", "O", "H", "H", "O", "H", "H", "O"],
  "xyz": [[-2.3601, -2.1408, -1.4499], [-1.5912, -1.5834, 0.1463], [-3.2440, -1.6100, -1.7413], [-2.6342, -3.1569, -1.2777], [-1.6939, -2.1128, -2.2905], [-0.4561, -0.0740, 1.4556], [-0.9152, 1.2507, 2.2187], [-0.1347, 0.9444, 1.6754], [0.1728, 1.0427, -1.5808], [-1.1418, 0.1399, -2.1190], [-0.6872, 1.0899, -2.2146], [1.8454, -1.5028, -0.8477], [0.5045, -1.1144, -0.1189], [1.3845, -0.6808, -0.5740], [0.9304, 2.3522, 0.6538], [2.3794, 2.4344, 0.1449], [1.6328, 3.0520, 0.3927], [1.7848, 0.8016, 1.8495], [2.6752, -0.0640, 0.9940], [2.7311, 0.5687, 1.8476]],
  "atomic_forces_ev_per_a": [[0.615, 0.213, 0.893], [-0.096, -0.189, -0.108], [-0.558, 0.587, 0.132], [-0.261, -0.821, -0.104], [0.617, 0.029, -0.413], [0.921, 3.528, 0.136], [1.328, -0.329, -0.930], [-2.351, -2.956, 0.528], [-3.190, -0.315, -2.137], [1.794, 3.101, 0.214], [1.388, -2.775, 1.966], [-0.319, 0.789, 0.059], [1.438, 1.146, -1.462], [-1.195, -1.948, 1.156], [1.322, 1.688, -0.500], [-1.041, 1.091, 0.547], [-0.432, -2.709, -0.041], [0.161, 0.129, 0.497], [0.247, 1.919, 2.635], [-0.388, -2.179, -3.068]],
  "lowdin_charge": [-0.603, 0.275, -0.007, -0.030, -0.009, 0.004, 0.072, -0.187, 0.069, 0.041, -0.206, 0.036, -0.052, -0.209, 0.026, 0.040, -0.139, -0.038, 0.072, -0.156],
  "homo_energy_ha": -0.143,
  "lumo_ev": 3.47,
  "total_charge": -1,
  "e_above_lowest_kcal_mol": 41.2,
  "fmax_ev_per_a": 3.85
}

=====

3.
{
  "formula": "C6H9N3O2",
  "method": "the ωB97M-V functional and the def2-TZVPD basis",
  "symbols": ["N", "C", "C", "C", "C", "N", "C", "N", "C", "O", "O", "H", "H", "H", "H", "H", "H", "H", "H", "H"],
  "xyz": [[0.4693, -2.1511, -0.0568], [-0.4063, -1.4544, 0.8683], [0.1694, -0.0654, 1.3657], [0.4360, 0.8648, 0.2612], [-0.1531, 2.0845, -0.0237], [0.4471, 2.5390, -1.1069], [1.3526, 1.6489, -1.5215], [1.3775, 0.5751, -0.6602], [-1.7597, -1.2934, 0.1583], [-2.6495, -0.5984, 0.5888], [-1.8141, -1.8796, -0.9651], [1.2921, -2.6065, 0.3180], [0.9203, -1.4517, -0.6309], [-0.6239, -1.9920, 1.7940], [1.1154, -0.3113, 1.9000], [-0.5907, 0.3314, 2.0568], [-0.9379, 2.7623, 0.5203], [0.2148, 3.4092, -1.5177], [2.0326, 1.8672, -2.3200], [-0.8920, -2.2787, -1.0286]],
  "atomic_forces_ev_per_a": [[0.681, -0.276, -0.246], [0.296, 1.005, 0.814], [-0.624, -1.364, 0.512], [-0.682, 0.801, 0.252], [-2.525, 0.567, 3.304], [0.605, 0.381, -1.209], [0.638, -1.920, 1.382], [0.457, 2.194, -2.355], [-0.076, 2.189, 2.107], [-0.051, -0.069, 0.466], [0.372, -1.603, -2.451], [-0.428, -0.379, 0.641], [-0.021, 0.507, -0.382], [0.243, -0.461, -0.244], [-0.653, 0.306, -0.173], [0.484, 0.026, -0.156], [1.637, -1.850, -1.105], [0.061, 0.611, -0.547], [0.063, -0.287, -0.256], [-0.478, -0.379, -0.355]],
  "lowdin_charge": [0.039, -0.261, -0.087, -0.345, -0.069, 0.032, -0.140, 0.094, -0.580, 0.087, 0.144, 0.104, 0.057, 0.151, 0.128, 0.123, 0.167, 0.147, 0.111, 0.097],
  "homo_energy_ha": -0.323,
  "lumo_ev": 0.70,
  "smiles": "N[C@@H](Cc1c[nH]cn1)C(=O)O",
  "e_above_lowest_kcal_mol": 15.8,
  "fmax_ev_per_a": 4.20
}

=====

4.
{
  "formula": "C5H6O3",
  "method": "the ωB97M-V functional and the def2-TZVPD basis",
  "symbols": ["C", "O", "C", "C", "C", "C", "O", "O", "H", "H", "H", "H", "H", "H"],
  "xyz": [[1.6616, -0.1042, 1.9209], [0.7310, -0.8430, 1.1968], [-0.4249, -0.1721, 0.8358], [-0.9520, -1.1435, -0.0576], [-0.6499, -0.8208, -1.4224], [-0.3963, 0.6536, -1.2109], [-0.4885, 1.5216, -2.0608], [-0.0574, 0.9168, 0.0074], [1.3598, 0.0464, 3.0203], [1.8945, 0.9157, 1.4574], [2.4351, -0.7195, 2.1831], [-0.8454, 0.2212, 1.7797], [-1.0177, -2.1289, 0.4467], [-0.7384, -1.5763, -2.4297]],
  "atomic_forces_ev_per_a": [[-1.710, 2.944, 1.913], [1.039, -0.626, 0.546], [2.199, 1.531, 1.337], [-0.188, -3.056, -4.846], [-2.007, -2.429, 3.195], [-0.362, 0.733, -5.405], [0.279, -0.890, 0.846], [-0.122, 1.234, 2.358], [-0.632, 0.487, -1.324], [0.026, -1.658, 0.576], [2.649, -1.467, -0.647], [-0.757, -0.107, -0.773], [-0.677, 0.469, -1.002], [0.262, 2.834, 3.224]],
  "lowdin_charge": [-0.088, -0.118, -0.383, 0.013, 0.112, -0.542, 0.102, 0.098, 0.112, 0.128, 0.052, 0.184, 0.137, 0.193],
  "homo_energy_ha": -0.372,
  "lumo_ev": 0.08,
  "smiles": "CO[C@@H]1C=CC(=O)O1",
  "e_above_lowest_kcal_mol": 63.4,
  "fmax_ev_per_a": 5.73
}

=====

5.
{
  "formula": "C40H47BIN5O10",
  "method": "the ωB97M-V functional and the def2-TZVPD basis",
  "symbols": ["O", "N", "O", "C", "C", "C", "C", "C", "C", "H", "H", "H", "H", "H", "O", "N", "O", "C", "C", "C", "C", "C", "C", "H", "H", "H", "H", "H", "O", "N", "O", "C", "C", "C", "C", "C", "C", "H", "H", "H", "H", "H", "O", "N", "O", "C", "C", "C", "C", "C", "C", "H", "H", "H", "H", "H", "O", "N", "O", "C", "C", "C", "C", "C", "C", "H", "H", "H", "H", "H", "C", "C", "C", "C", "C", "C", "C", "C", "C", "C", "B", "I", "H", "H", "H", "H", "H", "H", "H", "H", "H", "H", "H", "H", "H", "H", "H", "H", "H", "H", "H", "H", "H", "H"],
  "xyz": [[-0.2852, 1.6858, -1.1679], [0.6629, 2.0253, -1.8406], [1.0753, 3.1623, -1.9244], [1.3669, 0.9813, -2.6007], [0.8982, -0.3184, -2.5379], [1.5538, -1.2948, -3.2713], [2.6566, -0.9616, -4.0474], [3.1163, 0.3484, -4.0865], [2.4694, 1.3336, -3.3581], [0.0387, -0.5608, -1.9307], [1.1997, -2.3161, -3.2395], [3.1586, -1.7253, -4.6271], [3.9702, 0.6055, -4.6967], [2.8112, 2.3577, -3.3827], [0.8564, -0.9594, 9.0559], [0.4924, -0.0111, 8.3949], [1.0528, 0.3978, 7.4025], [-0.7353, 0.6881, 8.8073], [-1.3907, 0.2761, 9.9531], [-2.5487, 0.9385, 10.3283], [-3.0324, 1.9888, 9.5588], [-2.3608, 2.3818, 8.4084], [-1.1996, 1.7303, 8.0248], [-1.0048, -0.5454, 10.5379], [-3.0748, 0.6323, 11.2220], [-3.9373, 2.5021, 9.8561], [-2.7413, 3.1960, 7.8067], [-0.6679, 2.0218, 7.1308], [2.9923, 0.9666, -7.1605], [2.1772, 0.5395, -7.9489], [2.3958, -0.3540, -8.7398], [0.8357, 1.1365, -7.9324], [0.5718, 2.1536, -7.0320], [-0.6951, 2.7138, -7.0184], [-1.6692, 2.2541, -7.8952], [-1.3828, 1.2293, -8.7880], [-0.1199, 0.6603, -8.8118], [1.3382, 2.4978, -6.3536], [-0.9210, 3.5095, -6.3220], [-2.6566, 2.6964, -7.8823], [-2.1439, 0.8717, -9.4675], [0.1173, -0.1373, -9.4997], [-3.0986, -1.9374, 3.8630], [-3.6008, -3.0029, 4.1522], [-4.7784, -3.2622, 4.0530], [-2.7035, -4.0501, 4.6648], [-1.3617, -3.7543, 4.8265], [-0.5218, -4.7380, 5.3233], [-1.0292, -5.9902, 5.6451], [-2.3794, -6.2657, 5.4706], [-3.2306, -5.2898, 4.9776], [-0.9823, -2.7750, 4.5724], [0.5290, -4.5243, 5.4621], [-0.3700, -6.7540, 6.0359], [-2.7720, -7.2416, 5.7212], [-4.2830, -5.4876, 4.8391], [6.5382, -3.6409, -13.0573], [7.3605, -3.1989, -12.2846], [8.5597, -3.2526, -12.4515], [6.8685, -2.5558, -11.0556], [5.5053, -2.5074, -10.8249], [5.0476, -1.9077, -9.6620], [5.9516, -1.3672, -8.7573], [7.3163, -1.4232, -9.0101], [7.7856, -2.0233, -10.1678], [4.8157, -2.9291, -11.5407], [3.9893, -1.8564, -9.4559], [5.5853, -0.8944, -7.8549], [8.0183, -0.9982, -8.3056], [8.8432, -2.0751, -10.3784], [0.1336, 0.3863, 4.4073], [-0.2691, -0.2653, 3.0738], [-0.0181, 0.5383, 1.7703], [0.6256, 1.9350, 1.8760], [-0.3445, 3.1468, 1.8486], [-0.8827, 3.6702, 3.1961], [-2.1261, 2.9965, 3.8273], [-3.0488, 2.2185, 2.8845], [-4.3259, 1.7607, 3.6151], [-5.3471, 1.0949, 2.6540], [-6.4518, 0.3601, 3.4580], [-8.4248, 1.2226, 3.5521], [0.0737, 1.4733, 4.3979], [-0.5464, 0.0367, 5.1959], [1.1379, 0.0886, 4.7257], [0.2811, -1.2129, 2.9959], [-1.3231, -0.5498, 3.1303], [0.6281, -0.0696, 1.1230], [-0.9493, 0.6545, 1.2032], [1.3008, 2.0331, 2.7327], [1.2561, 2.0572, 0.9861], [-1.1513, 2.9522, 1.1340], [0.2329, 3.9765, 1.4180], [-1.0942, 4.7400, 3.0796], [-0.0463, 3.6182, 3.9100], [-1.8536, 2.3283, 4.6521], [-2.7377, 3.7892, 4.2838], [-2.5468, 1.3234, 2.5044], [-3.3487, 2.8311, 2.0237], [-4.7831, 2.6200, 4.1191], [-4.0529, 1.0366, 4.3976], [-4.7899, 0.3816, 2.0256], [-5.7620, 1.8581, 1.9834], [-6.2892, -0.6256, 4.0907]],
  "atomic_forces_ev_per_a": [[-0.251, -0.068, 0.031], [0.070, -0.056, 0.016], [0.090, 0.205, -0.043], [0.070, -0.114, -0.093], [-0.058, -0.102, 0.021], [0.048, 0.039, -0.046], [-0.017, 0.014, 0.014], [-0.025, -0.059, 0.003], [0.072, 0.051, -0.078], [-0.005, 0.079, 0.020], [-0.004, -0.001, 0.008], [0.009, 0.000, 0.008], [-0.002, 0.008, 0.006], [-0.053, 0.018, 0.057], [0.067, -0.150, 0.154], [-0.194, 0.035, -0.045], [0.244, 0.062, -0.130], [-0.138, 0.078, 0.051], [-0.037, -0.048, 0.096], [-0.008, 0.051, -0.052], [0.019, -0.013, -0.005], [-0.023, -0.032, 0.060], [-0.032, 0.073, -0.092], [0.065, -0.004, -0.050], [0.003, -0.005, 0.004], [-0.003, -0.004, -0.003], [0.005, 0.000, -0.011], [0.054, -0.052, 0.017], [0.224, 0.097, 0.124], [-0.088, 0.006, 0.064], [-0.090, -0.112, -0.121], [-0.146, 0.073, -0.003], [-0.002, 0.063, 0.094], [-0.038, -0.033, -0.047], [0.021, -0.013, -0.002], [0.003, 0.052, 0.054], [-0.058, -0.051, -0.084], [0.048, -0.049, -0.033], [0.007, 0.001, 0.007], [-0.002, -0.003, 0.004], [0.003, -0.004, -0.006], [0.074, 0.003, 0.026], [-0.047, 0.268, -0.069], [0.161, -0.097, 0.075], [-0.254, -0.061, -0.048], [0.098, -0.112, 0.083], [0.099, 0.051, 0.011], [-0.035, -0.056, 0.009], [-0.019, 0.014, -0.008], [0.069, 0.033, 0.003], [-0.064, -0.093, 0.014], [-0.065, 0.021, -0.020], [0.001, 0.012, 0.001], [0.001, -0.001, -0.004], [-0.008, -0.001, -0.001], [-0.010, 0.078, -0.023], [-0.171, -0.067, -0.126], [-0.020, 0.015, 0.051], [0.222, 0.013, -0.010], [-0.056, 0.071, 0.133], [-0.095, -0.005, 0.018], [0.083, -0.055, 0.002], [0.015, 0.015, -0.001], [-0.077, -0.008, -0.005], [0.092, 0.043, 0.061], [0.065, -0.031, -0.042], [0.027, 0.005, -0.040], [-0.014, 0.014, -0.014], [0.008, -0.003, -0.003], [-0.018, -0.043, -0.067], [-0.149, -0.404, 0.186], [-0.011, -0.012, 0.024], [0.274, -0.011, -0.028], [-0.299, 0.305, -0.365], [0.323, 0.045, 0.124], [0.167, -0.203, 0.050], [-0.267, 0.127, -0.091], [-0.359, -0.044, 0.274], [0.196, -0.221, -0.062], [0.139, 0.244, -0.214], [-0.170, 0.270, -0.073], [0.247, -0.170, 0.033], [0.059, -0.081, -0.030], [0.142, 0.068, -0.077], [-0.082, 0.233, -0.126], [-0.154, 0.105, 0.002], [0.116, 0.114, -0.061], [-0.098, 0.092, 0.106], [0.107, -0.087, 0.130], [-0.057, -0.133, -0.050], [-0.026, -0.046, 0.179], [0.064, -0.004, 0.113], [-0.149, -0.105, 0.034], [-0.038, -0.178, -0.062], [-0.185, 0.116, -0.041], [0.065, 0.037, -0.127], [0.141, -0.122, 0.008], [0.004, 0.157, -0.093], [0.146, -0.051, 0.078], [-0.042, -0.096, -0.052], [0.029, 0.175, -0.077], [-0.125, -0.018, 0.193], [0.097, -0.116, 0.094], [-0.014, -0.038, 0.029]],
  "lowdin_charge": [0.073, -0.344, 0.080, -0.146, -0.002, -0.062, -0.067, -0.075, -0.003, 0.119, 0.108, 0.109, 0.102, 0.121, 0.080, -0.350, 0.068, -0.145, -0.004, -0.066, -0.070, -0.061, -0.003, 0.119, 0.108, 0.107, 0.108, 0.111, 0.069, -0.333, 0.070, -0.145, 0.001, -0.059, -0.066, -0.062, -0.001, 0.116, 0.111, 0.109, 0.109, 0.119, 0.065, -0.343, 0.086, -0.141, 0.007, -0.058, -0.070, -0.066, -0.003, 0.104, 0.110, 0.107, 0.108, 0.119, 0.076, -0.359, 0.076, -0.150, 0.002, -0.062, -0.065, -0.066, -0.007, 0.118, 0.081, 0.102, 0.106, 0.118, -0.109, -0.232, -0.201, -0.201, -0.202, -0.194, -0.200, -0.207, -0.225, -0.279, -0.693, 0.757, 0.037, 0.063, 0.074, 0.096, 0.063, 0.096, 0.088, 0.104, 0.086, 0.093, 0.107, 0.103, 0.100, 0.084, 0.106, 0.092, 0.124, 0.114, 0.110, 0.107, 0.085, 0.003],
  "homo_energy_ha": -0.338,
  "lumo_ev": -0.89,
  "smiles": "O=[N+]([O-])c1ccccc1.O=[N+]([O-])c1ccccc1.O=[N+]([O-])c1ccccc1.O=[N+]([O-])c1ccccc1.O=[N+]([O-])c1ccccc1.CCCCCCCCCCBI",
  "e_above_lowest_kcal_mol": 0.0,
  "fmax_ev_per_a": 0.56
}